#w
CH3N2S | wB97M-V/def2-TZVPD

Last column: Mulliken charge in e.
Cartesian coordinates (Å):
1 C -0.437 -0.302 -0.642  0.568
2 N 0.083 -0.765 -1.856  -0.322
3 N -0.061 -0.101 0.549  -0.517
4 S -1.600 -0.568 -1.800  0.131
5 H 0.673 -0.052 -2.443  0.336
6 H 0.913 0.151 0.728  0.311
7 H -1.132 1.109 1.507  0.493

LUMO (spin up / spin down) (eV): -8.097 / -8.089
HOMO-LUMO gap (spin up / spin down) (eV): 6.4 / 6.4
Charge: +1



#x
CH3N2S | wB97M-V/def2-TZVPD

Last column: Mulliken charge in e.
Cartesian coordinates (Å):
1 C 0.937 -0.181 0.217  0.520
2 N 1.451 1.069 0.320  -0.415
3 N -0.172 -0.816 0.286  -0.228
4 S 2.568 -0.218 -0.115  0.146
5 H 1.208 1.893 -0.679  0.404
6 H -0.943 -0.303 0.167  0.269
7 H -0.183 -1.814 0.023  0.304

LUMO (eV): -5.718
HOMO-LUMO gap (eV): 9.2
Charge: +1



#y
CH3N2S | wB97M-V/def2-TZVPD

Last column: Mulliken charge in e.
Cartesian coordinates (Å):
1 C -0.405 0.120 0.190  0.665
2 N -1.074 -0.664 -0.554  -0.254
3 N 0.743 0.312 0.794  -0.323
4 S -2.076 0.620 0.067  0.268
5 H 0.138 -1.445 -2.472  0.057
6 H 1.671 0.036 0.517  0.304
7 H 1.003 1.022 1.458  0.282

LUMO (spin up / spin down) (eV): -8.074 / -5.488
HOMO-LUMO gap (spin up / spin down) (eV): 6.4 / 10.3
Charge: +1



What is the stability order? It is #x, #y, #w, from most stable to least stable.